# 1
A 3-piece molecular cluster, C34H31NO7PS overall, computed with ωB97M-V with the def2-TZVPD basis set.

## Properties
Net charge: +1
Calculated total energy (eV): -71701.87208
Frontier orbital gap (eV): 7.6
F_max (eV/Å): 0.92
Lowest unoccupied orbital energy (eV): -3.22
Multiplicity: 1

Geometry as XYZ:
```
75
Properties=species:S:1:pos:R:3:forces:R:3:mulliken_charge:R:1
C -5.566372 7.363382 4.336225 -0.05 0.17 -0.11 -1.0759
S -4.978459 5.718953 4.079861 -0.06 -0.40 0.22 1.3104
O -4.156116 5.289097 5.176884 0.18 0.05 0.03 -0.6814
O -6.035184 4.853161 3.641723 -0.23 0.12 -0.24 -0.6115
C -3.823534 5.836628 2.687871 0.23 0.71 -0.25 -0.3573
C -4.443146 6.446043 1.410195 -0.05 -0.26 -0.19 -1.2257
C -4.421519 5.593382 0.111610 -0.59 -0.15 0.22 0.1865
P -6.138488 5.140792 -0.346196 -0.14 -0.21 -0.50 0.3385
O -6.222086 4.268542 -1.528876 0.09 -0.10 -0.07 -0.6432
C -3.614925 4.297988 0.206280 0.33 0.43 0.53 -1.0749
C -3.899633 3.613426 1.532791 -0.05 -0.25 -0.89 -0.5968
N -3.251805 4.459083 2.574521 -0.13 -0.44 0.51 -0.1517
H -5.219605 8.027492 3.546620 0.06 -0.04 -0.05 0.3529
H -5.191339 7.714570 5.292166 -0.04 -0.06 0.10 0.4271
H -6.651727 7.314642 4.302769 -0.04 0.01 0.13 0.3831
H -3.014650 6.473940 3.042492 0.03 -0.04 0.07 0.6553
H -3.961186 7.404425 1.233802 0.10 -0.02 -0.01 0.2395
H -5.488841 6.684487 1.629206 -0.02 0.03 0.12 0.4871
H -4.088457 6.195056 -0.732780 0.19 0.02 0.03 0.6876
H -6.793663 6.381828 -0.457452 0.05 0.09 0.21 0.1161
H -6.690504 4.580395 0.823759 0.02 0.23 0.18 0.0512
H -3.814453 3.636761 -0.631298 -0.02 0.00 -0.09 0.5021
H -2.549046 4.548763 0.227881 0.10 -0.21 -0.44 0.3208
H -4.961044 3.532089 1.750075 0.00 0.05 0.24 0.3066
H -3.462045 2.619609 1.557412 0.14 0.02 0.20 0.2332
H -2.248967 4.501038 2.382055 0.04 0.06 -0.13 0.3678
H -3.331687 4.007230 3.497419 0.03 0.11 0.08 0.4424
C -1.219699 -2.050010 0.153765 -0.01 0.01 0.01 -0.6469
C -1.773622 -0.976489 0.842150 -0.01 0.01 0.00 -0.5160
C -1.238805 0.291382 0.694935 -0.06 -0.08 0.02 -0.4595
C -0.142974 0.497383 -0.133656 0.06 0.04 -0.03 0.2311
C 0.420387 -0.585817 -0.810411 0.00 0.07 0.03 0.7209
C -0.124566 -1.855732 -0.670136 -0.04 -0.07 0.04 -0.6087
C 1.621433 -0.410170 -1.675396 -0.01 -0.09 -0.06 0.2493
O 2.099282 -1.353640 -2.265012 0.01 0.09 -0.06 -0.5897
C 2.216189 0.950493 -1.775259 -0.05 0.02 0.04 0.2434
C 3.366347 1.128605 -2.531456 0.07 0.03 -0.05 -0.5732
C 3.927594 2.389159 -2.647218 -0.01 0.03 0.01 -0.6102
C 3.338136 3.477560 -2.014419 0.01 -0.01 -0.01 -0.5267
C 2.192348 3.305019 -1.257071 0.06 0.05 -0.02 -0.5595
C 1.629235 2.041299 -1.127557 -0.03 -0.07 0.02 0.2815
C 0.412762 1.870440 -0.290772 0.00 0.03 -0.03 0.5123
O -0.113730 2.828487 0.250219 -0.21 0.08 0.14 -0.7658
H -1.640538 -3.039963 0.265193 0.00 -0.01 0.00 0.4186
H -2.621882 -1.134541 1.495105 -0.01 -0.01 0.00 0.4106
H -1.660213 1.132086 1.228564 0.05 0.04 -0.01 0.4123
H 0.319167 -2.684044 -1.205526 0.05 0.03 -0.02 0.5775
H 3.813602 0.276451 -3.024148 -0.05 -0.05 0.01 0.5369
H 4.826013 2.525833 -3.233606 0.00 0.01 -0.01 0.4191
H 3.776492 4.461590 -2.111669 0.01 0.00 0.00 0.4134
H 1.730292 4.145485 -0.759105 -0.04 -0.03 0.03 0.4499
C 3.876447 -9.953522 -3.232538 0.01 -0.01 0.02 -0.4951
C 4.535750 -10.429002 -2.104045 -0.01 0.01 -0.02 -0.4786
C 4.816483 -9.575594 -1.051252 0.00 -0.09 -0.02 -0.5702
C 4.446056 -8.238883 -1.125522 -0.03 0.08 -0.03 0.1767
C 3.797751 -7.757854 -2.265361 0.04 0.04 0.07 0.1239
C 3.508384 -8.621841 -3.313911 0.00 -0.08 -0.05 -0.5313
C 3.419213 -6.321387 -2.386466 -0.05 0.01 -0.07 0.5669
O 2.843979 -5.904382 -3.369154 -0.01 0.00 0.01 -0.6569
C 3.771820 -5.409786 -1.259161 0.03 -0.07 0.02 0.1652
C 3.473848 -4.056944 -1.370367 -0.01 0.07 0.05 -0.6446
C 3.781067 -3.199187 -0.328233 0.04 -0.08 0.09 -0.1808
C 4.381743 -3.687791 0.827854 -0.02 0.01 -0.02 -0.7246
C 4.684701 -5.033516 0.940312 0.01 0.09 0.06 -0.5896
C 4.386299 -5.898380 -0.104542 -0.03 -0.03 -0.08 0.1128
C 4.743279 -7.341103 0.026392 0.03 -0.05 0.06 0.6652
O 5.259977 -7.766284 1.037087 0.00 0.01 0.00 -0.6566
H 3.652922 -10.624506 -4.051188 0.00 -0.01 0.00 0.4008
H 4.829777 -11.468519 -2.046990 -0.01 -0.01 0.00 0.4031
H 5.323723 -9.935195 -0.166965 -0.01 0.06 0.04 0.4761
H 2.999324 -8.240327 -4.187919 0.00 0.07 0.01 0.4710
H 3.006223 -3.684081 -2.270051 -0.01 -0.04 -0.03 0.6583
H 3.553933 -2.146685 -0.416234 0.01 0.02 -0.02 0.4071
H 4.617304 -3.014587 1.641971 0.01 0.01 0.00 0.4077
H 5.155230 -5.424309 1.831757 0.01 -0.07 -0.02 0.4831
```
Positions in Å, forces in eV/Å.

---

# 2
C34H32AsN3SV as an isolated structure at a distorted geometry, computed with ωB97M-V with the def2-TZVPD basis set.

## Properties
Net charge: +2
Calculated total energy (eV): -137596.55737
Frontier orbital gap (spin up / spin down) (eV): 7.8 / 8.0
F_max (eV/Å): 1.26
Lowest unoccupied orbital energy (spin up / spin down) (eV): -5.85 / -5.98
Multiplicity: 4

Geometry as XYZ:
```
72
Properties=species:S:1:pos:R:3:forces:R:3:mulliken_charge:R:1
V -0.792774 0.745893 0.537003 0.27 0.84 0.66 0.1314
C -1.709236 5.606191 1.161462 0.09 -0.10 0.00 -1.6456
C -0.847142 4.383165 1.340537 -0.05 0.14 -0.02 0.9129
C -1.275770 3.334078 2.153585 -0.08 -0.08 -0.06 -0.5130
C -0.453524 2.231998 2.386541 0.16 0.10 0.21 -0.9731
C 0.809764 2.146271 1.781835 0.10 0.29 0.28 0.1819
C 1.231189 3.184471 0.951918 -0.11 0.04 -0.10 -0.9321
C 0.410782 4.285732 0.743181 0.03 0.02 -0.08 -0.6220
H -2.745283 5.334235 0.956200 0.02 -0.01 0.00 0.3700
H -1.347324 6.239298 0.352741 0.01 -0.04 0.01 0.3875
H -1.708167 6.203977 2.076017 0.01 -0.03 -0.03 0.3821
H -2.234691 3.401682 2.653993 0.00 -0.01 -0.01 0.4966
H -0.737457 1.503586 3.142143 -0.03 -0.11 0.03 0.7976
H 1.505150 1.380528 2.088709 0.07 -0.14 -0.02 0.7085
H 2.212953 3.138899 0.495534 -0.02 0.03 0.02 0.4751
H 0.758969 5.096444 0.111924 -0.02 -0.05 0.05 0.4206
C -2.073067 3.557789 -3.777330 -0.23 -0.29 0.15 -0.8274
N -2.717289 2.345157 -3.235952 0.01 0.60 -0.61 0.1775
C -3.931762 1.824921 -3.682962 0.41 0.60 -0.18 -0.6966
C -4.183198 0.733257 -2.969678 0.26 -0.39 0.50 -0.4411
N -3.099489 0.573727 -2.077955 -0.16 -0.57 0.31 0.4154
C -2.217154 1.602262 -2.248085 -0.21 -0.24 0.06 0.0872
S -0.772152 1.991033 -1.418344 -0.19 0.24 -0.72 -0.2773
C -3.010313 -0.549294 -1.201819 0.07 0.42 -0.27 0.6024
C -3.697799 -1.700171 -1.545110 -0.16 -0.17 -0.16 -0.8896
C -3.766383 -2.740266 -0.642384 -0.19 -0.19 -0.21 -0.7663
C -3.156441 -2.606210 0.592020 -0.01 -0.11 0.18 -0.9158
C -2.429074 -1.470698 0.816178 0.01 0.35 -0.14 -0.0803
N -2.309259 -0.452787 -0.072708 -0.97 -0.81 0.02 0.4462
H -2.437167 3.710965 -4.786154 -0.05 0.01 -0.07 0.3429
H -0.998007 3.418378 -3.798482 0.04 -0.05 0.00 0.3660
H -2.318689 4.418263 -3.161160 -0.02 0.03 0.06 0.3116
H -4.508516 2.297621 -4.461003 0.09 0.01 0.05 0.4693
H -5.040966 0.083574 -2.973168 0.12 0.04 0.02 0.4852
H -4.162462 -1.784110 -2.516128 0.00 -0.04 0.04 0.5299
H -4.296924 -3.649659 -0.901284 0.03 0.09 0.01 0.4631
H -3.217450 -3.375741 1.349290 0.00 0.03 -0.04 0.4835
H -1.908214 -1.339174 1.759833 0.08 0.03 -0.02 0.4941
C 0.362384 -5.400892 -1.263111 0.02 -0.01 -0.01 -0.5920
C 1.096850 -4.467878 -1.983065 -0.05 -0.01 0.01 -0.7772
C 1.280619 -3.183251 -1.483889 -0.08 -0.14 -0.13 -0.3896
C 0.730850 -2.829199 -0.257370 -0.11 -0.04 0.10 0.5700
C -0.017877 -3.763904 0.457182 0.15 -0.07 -0.14 -0.1979
C -0.196636 -5.046556 -0.040791 0.00 -0.01 -0.04 -0.8650
As 1.018064 -1.023928 0.393840 0.67 -0.36 0.08 1.6506
C 1.620680 -1.203798 2.242395 -0.09 -0.02 0.07 0.9627
C 2.894541 -0.802168 2.638974 0.00 -0.07 0.12 -0.1805
C 3.268883 -0.873935 3.975975 -0.02 0.01 0.01 -0.9067
C 2.374227 -1.334856 4.932699 0.04 0.02 0.01 -0.6001
C 1.092933 -1.707591 4.553699 -0.02 0.01 -0.06 -1.0491
C 0.717072 -1.631807 3.217654 0.21 0.10 0.11 -0.2743
C 2.634304 -0.551032 -0.542263 -0.02 0.08 -0.10 -0.0394
C 3.766057 -1.347751 -0.370290 0.06 0.07 -0.16 -0.2272
C 4.926804 -1.062443 -1.069478 0.01 0.07 -0.05 -0.8624
C 4.963092 0.012773 -1.953833 0.00 -0.03 0.02 -0.5498
C 3.833718 0.795420 -2.141666 -0.04 0.00 0.02 -0.7914
C 2.665165 0.513884 -1.437300 0.24 -0.07 0.06 -0.3671
H 0.235359 -6.407153 -1.646672 0.01 0.09 0.02 0.4249
H 1.538040 -4.738523 -2.934786 -0.02 0.00 0.05 0.4369
H 1.864285 -2.473141 -2.054358 0.01 0.00 0.00 0.4672
H -0.440984 -3.527177 1.418917 0.00 0.09 0.20 0.4088
H -0.761687 -5.774280 0.533091 0.07 0.07 -0.06 0.4555
H 3.607855 -0.436990 1.915809 0.03 0.03 -0.03 0.5277
H 4.267478 -0.568674 4.268468 -0.08 -0.03 -0.03 0.4459
H 2.672450 -1.396366 5.972152 -0.01 0.01 -0.06 0.4200
H 0.384929 -2.057703 5.295274 0.03 0.02 -0.04 0.4527
H -0.291145 -1.914742 2.961193 -0.17 -0.13 -0.10 0.0034
H 3.743293 -2.196034 0.297422 -0.02 -0.11 0.07 0.6032
H 5.803424 -1.681718 -0.930028 -0.01 0.01 -0.01 0.4513
H 5.873216 0.231676 -2.500768 -0.08 -0.02 0.04 0.4247
H 3.856371 1.623344 -2.842002 -0.01 -0.07 0.07 0.4527
H 1.789690 1.121129 -1.604036 -0.13 0.06 -0.01 0.1530
```
Positions in Å, forces in eV/Å.